This record from OMol25 describes a structure of composition C12H6NO5V in a non-equilibrium geometry. The level of theory is wB97M-V/def2-TZVPD.

Its multiplicity is 3. For the largest force on an atom, the calculation gives 12.3 eV/A. The calculation puts the energy above the lowest of the compared OMol25 structures with the same formula, charge and spin at 7.5 kcal/mol. Its expectation value of S² is 2.046. The charge is +2. For the HOMO energy (alpha / beta), the calculation gives -15.44 / -16.45 eV.

Each line ends with the Mulliken charge.
Geometry (Å):
O -0.420 2.089 -4.061  -0.1726
C -0.880 1.757 -3.029  0.3808
V -1.785 1.469 -1.598  0.7665
C -2.117 3.209 -0.936  0.4569
O -2.298 4.286 -0.534  -0.0954
C 0.414 -1.129 -3.816  0.4799
O -0.738 -1.550 -3.868  -0.4261
C 1.413 -0.320 -3.497  0.1892
O 1.845 0.538 -2.746  -0.5075
C -3.362 0.641 -2.279  0.4102
O -4.339 0.191 -2.742  -0.0904
H 1.606 -0.866 -4.472  0.2854
N -0.864 0.509 -0.352  -0.3704
C -0.283 -0.018 0.517  0.1385
C 0.369 -0.492 1.660  0.7293
C 0.046 -1.762 2.207  -0.3164
C 0.664 -2.175 3.387  -0.6196
C 1.592 -1.337 4.030  -0.2931
C 1.909 -0.077 3.491  -0.6589
C 1.302 0.346 2.312  -0.3658
H -0.695 -2.390 1.689  0.4205
H 0.409 -3.159 3.809  0.4051
H 2.065 -1.669 4.952  0.4259
H 2.623 0.578 3.994  0.4184
H 1.525 1.330 1.882  0.4097

---

This record from OMol25 describes a structure of composition C12H7BrN2NbO5Se2Te2 in a non-equilibrium geometry. The level of theory is wB97M-V/def2-TZVPD.

For the largest force on an atom, the calculation gives 2.9 eV/A. The calculation puts the energy above the lowest of the compared OMol25 structures with the same formula, charge and spin at 15.5 kcal/mol. The charge is +1. For the HOMO energy, the calculation gives -11.61 eV.

Each line ends with the Mulliken charge.
Geometry (Å):
Nb -0.629 0.313 2.420  0.8536
O 3.346 1.026 1.621  -0.5706
C 2.151 0.915 1.535  0.2242
O 1.363 0.065 2.252  -0.3722
C 1.325 1.715 0.577  0.6880
C 1.780 2.497 -0.437  -0.7884
C 0.828 3.124 -1.237  -0.4195
C -0.576 2.896 -1.051  -0.5049
C -0.995 2.053 -0.066  0.5422
N 0.015 1.506 0.740  0.4317
C -2.441 1.759 0.482  -0.0357
O -3.476 2.187 0.100  -0.5144
O -2.259 0.971 1.578  -0.5300
H 2.827 2.536 -0.560  0.6083
H 1.176 3.690 -2.050  0.4967
H -1.400 3.364 -1.635  0.4758
O 0.406 -3.829 -3.576  -0.5028
C 0.197 -3.120 -2.441  0.9411
C 1.157 -2.827 -1.477  -0.6375
C 0.843 -2.004 -0.405  -0.7754
N -0.351 -1.315 -0.314  0.0866
C -1.256 -1.690 -1.223  0.1107
Br -3.076 -1.160 -0.907  -0.0979
C -1.057 -2.487 -2.357  -0.5222
H 1.262 -4.291 -3.523  0.3150
H 2.156 -3.399 -1.469  0.1985
H 1.451 -1.892 0.452  0.6049
H -1.839 -2.514 -3.148  0.4133
Se -0.547 2.504 3.919  -0.1000
Te 0.648 0.411 5.002  0.1631
Te -1.979 -0.714 4.503  0.3095
Se -1.051 -2.290 2.699  -0.0915

---

This record from OMol25 describes a structure of composition C12H7Cl5N3O2RuS3 in a non-equilibrium geometry. The level of theory is wB97M-V/def2-TZVPD.

Its multiplicity is 5. For the largest force on an atom, the calculation gives 2.3 eV/A. Its expectation value of S² is 6.080. The charge is +1. For the HOMO energy (alpha / beta), the calculation gives -10.88 / -10.81 eV.

Each line ends with the Mulliken charge.
Geometry (Å):
Ru 0.016 0.411 -0.118  0.3150
S 0.035 1.506 4.210  -0.1314
C 0.019 1.216 2.595  0.2218
S 1.405 1.199 1.550  -0.1569
S -1.397 0.826 1.662  -0.2188
Cl 4.369 -3.759 -4.253  -0.0929
C 3.261 -3.191 -3.098  0.6404
C 3.029 -1.812 -2.964  -0.3520
Cl 3.879 -0.711 -3.955  -0.1307
C 2.113 -1.366 -2.029  0.9124
Cl 1.786 0.310 -1.854  -0.0881
C 1.407 -2.249 -1.154  -0.0485
O 0.609 -1.846 -0.260  -0.6288
C 1.657 -3.645 -1.343  0.4755
Cl 0.822 -4.745 -0.343  -0.1225
C 2.567 -4.098 -2.281  -0.1169
Cl 2.859 -5.774 -2.452  -0.1284
C -2.772 2.021 -3.982  -0.8920
N -2.708 0.828 -3.168  0.0859
C -3.524 -0.233 -3.338  0.0735
C -3.441 -1.332 -2.544  -1.1446
C -2.443 -1.355 -1.525  0.7333
N -1.640 -0.298 -1.398  0.3127
C -1.762 0.803 -2.168  0.3314
O -1.009 1.759 -1.962  -0.6922
N -2.274 -2.377 -0.699  -0.2839
H -3.510 1.891 -4.769  0.3071
H -1.791 2.215 -4.416  0.3152
H -3.033 2.881 -3.364  0.3235
H -4.239 -0.170 -4.145  0.3689
H -4.107 -2.168 -2.673  0.3910
H -2.839 -3.205 -0.773  0.2267
H -1.499 -2.364 -0.046  0.1941

---

This record from OMol25 describes a cluster of 2 separate species, C12H7ClNO5S in total in a non-equilibrium geometry. The level of theory is wB97M-V/def2-TZVPD.

For the largest force on an atom, the calculation gives 2.7 eV/A. The calculation puts the energy above the lowest of the compared OMol25 structures with the same formula, charge and spin at 4.7 kcal/mol. The charge is -1. For the HOMO energy, the calculation gives -3.83 eV.

Each line ends with the Mulliken charge.
Geometry (Å):
C 2.073 -1.731 2.678  -0.2254
C 3.038 -2.658 2.452  -0.4788
C 2.881 -3.801 3.346  0.5589
O 3.482 -4.824 3.537  -0.5556
O 1.702 -3.536 4.060  -0.3102
C 1.149 -2.300 3.674  0.2793
O 0.157 -1.865 4.197  -0.5389
H 1.933 -0.775 2.239  0.7756
H 3.753 -2.690 1.639  0.4150
N -4.014 3.632 -4.683  -0.5531
C -3.306 3.093 -3.924  0.0729
C -2.452 2.413 -2.986  0.4816
C -2.091 1.081 -3.206  -0.6715
C -1.144 0.470 -2.384  -0.3333
C -0.544 1.180 -1.350  0.0730
S 0.759 0.386 -0.365  1.2434
C -0.033 -0.220 1.038  -0.5819
Cl -0.445 -1.843 1.160  -0.2117
O 1.297 -0.663 -1.192  -0.6979
O 1.636 1.464 0.029  -0.6936
C -0.965 2.484 -1.078  -0.2981
C -1.916 3.100 -1.895  -0.6533
H -2.547 0.537 -4.036  0.3856
H -0.890 -0.576 -2.535  0.3987
H -0.697 0.504 1.509  0.3318
H -0.575 3.012 -0.214  0.4048
H -2.240 4.127 -1.710  0.3827